(1)
Below is a 2-piece molecular cluster, C2N3O3S overall, with properties calculated with the ωB97M-V functional and the def2-TZVPD basis.

Properties
HOMO in eV: -4.870
Charge: -1
ΔE to the lowest compared entry with this formula, charge and spin in kJ/mol: 291.3

CARTESIAN COORDINATES (ANGSTROEM)
C  0.591  2.101  0.159
C  -0.235  -0.085  -1.111
N  1.002  3.029  -0.433
N  -0.842  -1.074  -0.637
N  -0.524  -1.915  0.387
O  0.476  -1.728  1.029
O  -1.342  -2.805  0.659
O  0.184  1.122  0.761
S  0.246  0.876  -2.205


(2)
Below is a 2-piece molecular cluster, H4NS overall, with properties calculated with the ωB97M-V functional and the def2-TZVPD basis.

Properties
HOMO in eV: -2.586
Charge: -1
ΔE to the lowest compared entry with this formula, charge and spin in kJ/mol: 0.0

CARTESIAN COORDINATES (ANGSTROEM)
N  1.377  -0.370  0.217
H  1.044  -0.772  1.091
H  1.423  -1.172  -0.407
H  0.561  0.152  -0.117
S  -2.029  0.563  -0.779
H  -2.376  1.599  -0.004


(3)
Below is C37H88B2O17Si2 as an isolated structure, with properties calculated with the ωB97M-V functional and the def2-TZVPD basis.

Properties
HOMO in eV: -8.846

CARTESIAN COORDINATES (ANGSTROEM)
C  -7.943  2.914  -0.596
C  -6.535  2.842  0.005
C  -5.521  2.223  -0.968
C  -4.300  1.611  -0.256
C  -2.935  1.953  -0.902
Si  -1.910  0.407  -1.113
C  -1.562  -0.416  0.531
C  -1.478  -1.950  0.391
C  -0.531  -2.593  1.411
C  -0.831  -4.073  1.661
O  -1.636  -4.294  2.805
C  -0.958  -4.114  4.034
O  -0.446  0.695  -1.825
Si  -0.276  1.140  -3.431
C  -0.524  3.025  -3.619
O  0.719  3.666  -3.945
C  1.427  4.046  -2.778
C  2.869  4.334  -3.155
O  3.683  4.065  -2.036
C  5.063  3.970  -2.333
C  5.802  5.295  -2.163
O  6.672  5.198  -1.052
C  7.757  6.105  -1.073
C  7.365  7.570  -1.192
C  1.481  0.792  -3.936
B  1.747  1.324  -5.385
O  2.978  1.849  -5.718
O  0.756  1.207  -6.369
B  -1.513  0.031  -4.596
C  -1.350  -1.536  -4.600
O  -2.462  0.645  -5.367
H  -8.488  1.988  -0.405
H  -8.524  3.742  -0.189
H  -7.892  3.044  -1.680
H  -6.194  3.844  0.276
H  -6.562  2.226  0.907
H  -6.038  1.449  -1.542
H  -5.182  3.005  -1.652
H  -4.438  0.527  -0.173
H  -4.289  1.999  0.766
H  -3.080  2.450  -1.866
H  -2.378  2.644  -0.262
H  -2.719  -0.550  -1.925
H  -2.345  -0.142  1.243
H  -0.600  -0.026  0.881
H  -2.482  -2.367  0.500
H  -1.110  -2.189  -0.613
H  0.491  -2.503  1.030
H  -0.574  -2.033  2.348
H  -1.410  -4.468  0.822
H  0.091  -4.663  1.728
H  -0.972  -5.052  4.596
H  -1.445  -3.333  4.622
H  0.086  -3.827  3.883
H  -1.229  3.249  -4.424
H  -0.926  3.445  -2.689
H  0.944  4.927  -2.337
H  1.423  3.240  -2.033
H  2.981  5.377  -3.482
H  3.134  3.692  -4.002
H  5.498  3.233  -1.657
H  5.192  3.600  -3.356
H  6.374  5.555  -3.064
H  5.064  6.091  -2.001
H  8.277  5.956  -0.125
H  8.462  5.830  -1.871
H  6.818  7.781  -2.111
H  6.766  7.886  -0.337
H  8.274  8.173  -1.219
H  2.205  1.251  -3.257
H  1.665  -0.289  -3.888
H  2.912  2.619  -6.301
H  0.257  2.015  -6.552
H  -0.923  -1.867  -5.554
H  -0.664  -1.872  -3.818
H  -2.303  -2.050  -4.444
H  -2.981  0.007  -5.879
C  -7.398  -5.407  8.602
O  -6.300  -5.638  7.753
C  -5.514  -6.754  8.128
C  -4.960  -7.477  6.922
O  -5.920  -8.219  6.191
C  -6.814  -7.511  5.349
C  -6.183  -6.944  4.097
O  -5.425  -5.787  4.383
C  -4.349  -5.584  3.490
H  -7.081  -5.048  9.588
H  -8.016  -4.643  8.133
H  -7.998  -6.314  8.734
H  -6.106  -7.456  8.727
H  -4.668  -6.411  8.740
H  -4.257  -8.225  7.299
H  -4.405  -6.790  6.279
H  -7.350  -6.732  5.894
H  -7.541  -8.262  5.029
H  -6.987  -6.688  3.392
H  -5.552  -7.713  3.634
H  -3.727  -6.483  3.408
H  -3.744  -4.773  3.880
H  -4.707  -5.307  2.492
C  2.213  -3.475  -5.683
O  1.698  -4.786  -5.701
C  2.374  -5.657  -6.586
C  2.436  -7.063  -6.033
O  3.335  -7.227  -4.950
C  2.954  -6.733  -3.678
C  1.864  -7.525  -2.992
O  0.594  -7.245  -3.552
C  -0.312  -8.317  -3.444
H  1.986  -2.940  -6.612
H  1.737  -2.956  -4.852
H  3.297  -3.472  -5.525
H  3.393  -5.300  -6.777
H  1.838  -5.689  -7.545
H  2.836  -7.699  -6.826
H  1.435  -7.424  -5.786
H  2.690  -5.675  -3.717
H  3.853  -6.834  -3.065
H  1.858  -7.251  -1.928
H  2.091  -8.595  -3.072
H  0.119  -9.245  -3.837
H  -1.190  -8.060  -4.034
H  -0.621  -8.484  -2.406
C  2.611  8.164  6.479
O  2.791  7.744  5.148
C  2.416  8.713  4.188
C  3.311  8.667  2.970
O  4.616  9.175  3.184
C  5.542  8.366  3.890
C  6.047  7.170  3.115
O  5.080  6.142  3.064
C  5.181  5.348  1.900
H  1.549  8.238  6.742
H  3.079  7.420  7.121
H  3.086  9.136  6.659
H  2.453  9.719  4.623
H  1.384  8.519  3.862
H  2.868  9.338  2.229
H  3.333  7.663  2.543
H  5.150  8.056  4.861
H  6.400  9.020  4.065
H  6.953  6.794  3.611
H  6.318  7.491  2.101
H  5.188  5.963  0.995
H  4.311  4.694  1.872
H  6.088  4.733  1.909